# 1
Computed, not measured: a structure of composition C15H33I2N3O3P in a non-equilibrium geometry, with ωB97M-V/def2-TZVPD.

Positions of all 57 atoms, in Å:
C1 2.2327 -2.1345 1.3611
C2 1.7161 -2.7627 0.0991
I1 3.2649 -4.0472 -0.7501
C3 0.3946 -3.5163 0.2523
I2 0.6045 -5.4833 1.2793
C4 -0.6168 -2.6822 0.9302
P1 -2.1802 -2.7676 0.0241
C5 -3.4060 -3.4436 1.2282
C6 -2.6461 -0.9996 -0.2818
H1 3.1792 -1.6416 1.1434
H2 1.5475 -1.3940 1.7291
H3 2.4071 -2.9005 2.1045
H4 1.5402 -1.9922 -0.6344
H5 0.0495 -3.7472 -0.7424
H6 -0.2817 -1.6567 0.9621
H7 -3.2423 -4.5142 1.2260
H8 -3.2635 -3.1075 2.2512
H9 -4.4281 -3.2854 0.9113
H10 -1.7547 -0.5366 -0.6863
H11 -3.4080 -0.9401 -1.0465
H12 -2.9339 -0.4294 0.5974
C7 1.3007 1.6470 0.6272
O1 0.7578 0.5709 0.7569
N1 2.0111 2.0176 -0.4574
C8 2.6448 3.3163 -0.5620
C9 2.1409 1.0709 -1.5535
H13 1.2607 2.4302 1.4074
H14 2.2484 3.8597 -1.4225
H15 3.7219 3.2009 -0.6891
H16 2.4530 3.8964 0.3395
H17 1.1554 0.8080 -1.9402
H18 2.6216 0.1561 -1.2042
H19 2.7382 1.5144 -2.3463
C10 -7.3440 -1.7749 0.0631
O2 -6.1557 -1.6667 0.2651
N2 -7.9996 -2.9549 0.0014
C11 -9.4217 -3.0368 -0.2449
C12 -7.2329 -4.1773 0.1906
H20 -8.0055 -0.9016 -0.0936
H21 -9.9239 -3.5289 0.5919
H22 -9.6163 -3.6075 -1.1565
H23 -9.8364 -2.0376 -0.3629
H24 -6.7548 -4.1730 1.1701
H25 -6.4490 -4.2498 -0.5637
H26 -7.8949 -5.0366 0.1122
C13 5.9151 5.5967 -1.5347
O3 5.4066 4.6079 -2.0236
N3 6.8023 5.5751 -0.5218
C14 7.3784 6.7858 0.0256
C15 7.1872 4.2874 0.0341
H27 5.6842 6.6176 -1.8877
H28 8.4650 6.7695 -0.0837
H29 7.1318 6.8752 1.0856
H30 6.9866 7.6541 -0.4995
H31 7.6338 3.6635 -0.7402
H32 6.3104 3.7688 0.4220
H33 7.9036 4.4378 0.8373

Cartesian forces, eV/Å:
0.9 -0.2 -0.2
-0.6 -0.6 0.6
0.2 0.2 -0.3
-0.5 2.2 0.0
0.2 -1.0 0.4
-0.2 0.0 -1.3
0.4 -0.4 -0.3
0.0 0.1 0.0
0.2 -0.2 0.4
0.2 0.1 0.1
-0.4 0.1 0.2
0.0 -0.2 0.3
0.0 0.1 -0.5
0.1 -1.1 -0.2
0.0 0.3 0.7
0.2 -0.3 0.0
0.0 0.3 0.2
-0.3 0.2 -0.1
0.3 0.1 -0.1
-0.4 0.0 0.0
-0.2 0.1 0.2
0.0 0.0 0.1
0.0 0.2 0.0
0.1 0.2 0.0
0.0 -0.3 -0.1
-0.1 -0.1 0.1
0.0 0.0 0.0
0.1 0.1 0.0
0.0 0.1 -0.1
0.0 0.0 0.0
0.0 0.0 0.0
0.0 0.0 -0.1
0.0 0.0 0.0
0.0 0.1 0.0
-0.1 0.1 0.0
-0.2 -0.1 0.0
0.2 -0.1 0.0
0.1 0.1 0.0
0.0 0.0 0.0
-0.1 0.0 0.0
-0.1 0.0 0.0
0.0 0.0 0.0
0.0 0.0 0.0
0.0 0.0 0.0
-0.1 0.0 0.0
-0.1 0.0 -0.1
0.0 0.0 0.0
0.1 0.1 0.1
0.0 -0.2 0.0
-0.1 0.0 -0.1
0.0 0.0 0.0
0.0 0.1 0.0
0.0 0.1 0.0
0.0 0.0 0.0
0.0 0.0 0.0
0.0 0.0 0.0
0.0 0.0 0.0

2S+1: 1
Charge: -1
E_LUMO (eV): 1.78
Max |F| (eV Å⁻¹): 2.23
HOMO level (eV): -1.929


# 2
Computed, not measured: a structure of composition C32H33MnN7O2S2Sb, with ωB97M-V/def2-TZVPD.

Positions of all 78 atoms, in Å:
Mn1 0.4497 0.1318 0.2178
C1 -1.1587 2.8042 -1.6993
C2 -0.3611 3.2655 -0.5189
C3 -0.3546 4.6463 -0.3229
C4 0.3659 5.2231 0.6932
C5 1.1061 4.3742 1.4945
C6 1.0763 3.0104 1.2601
N1 0.3416 2.4217 0.2871
Sb1 2.4284 1.9772 2.5309
C7 3.2831 0.8465 0.9283
C8 4.6645 0.8864 0.9614
C9 5.3956 0.2010 0.0031
C10 4.6915 -0.5071 -0.9376
C11 3.2957 -0.5372 -0.9327
C12 2.6901 -1.4171 -1.9875
N2 2.5800 0.1540 -0.0070
C13 1.0350 0.4866 3.1700
C14 1.0092 0.3377 4.5444
C15 0.2184 -0.6504 5.1148
C16 -0.5230 -1.4365 4.2671
C17 -0.4978 -1.2329 2.8875
C18 -1.3928 -2.1446 2.0947
N3 0.2898 -0.2782 2.3351
H1 -1.6092 3.6678 -2.1814
H2 -0.5144 2.3199 -2.4304
H3 -1.9636 2.1374 -1.4158
H4 -0.9291 5.2617 -0.9997
H5 0.3709 6.2942 0.8437
H6 1.7168 4.7714 2.2949
H7 5.1713 1.4525 1.7320
H8 6.4771 0.2170 0.0017
H9 5.2097 -1.0656 -1.7050
H10 3.2743 -1.3157 -2.9015
H11 2.7683 -2.4635 -1.6819
H12 1.6574 -1.1961 -2.1949
H13 1.6176 0.9785 5.1691
H14 0.1939 -0.8018 6.1856
H15 -1.1543 -2.2242 4.6557
H16 -2.3827 -2.1421 2.5517
H17 -1.4912 -1.8890 1.0505
H18 -1.0236 -3.1706 2.1633
O1 -3.5917 -0.8287 -3.1045
C19 -2.6011 -0.7066 -3.9225
C20 -2.8651 -0.9083 -5.3159
C21 -1.8513 -0.7807 -6.2161
C22 -0.5522 -0.4544 -5.7693
C23 -0.2734 -0.2603 -4.4014
C24 -1.2642 -0.3803 -3.4628
C25 -1.0046 -0.1424 -2.0305
O2 0.1962 0.1526 -1.6397
N4 -2.0047 -0.2113 -1.2074
N5 -1.6037 0.2099 0.0602
C26 -2.5963 0.5836 0.8256
S1 -4.2424 0.4175 0.3195
C27 -4.9538 0.8455 1.9342
C28 -4.0514 1.8739 2.5788
S2 -2.3318 1.3141 2.3688
H19 -3.2713 -0.6395 -2.1618
H20 -3.8777 -1.1548 -5.6055
H21 -2.0340 -0.9249 -7.2719
H22 0.2443 -0.3484 -6.4933
H23 0.7273 -0.0022 -4.0834
H24 -5.0322 -0.0633 2.5292
H25 -5.9524 1.2422 1.7563
H26 -4.2350 1.9570 3.6493
H27 -4.1477 2.8557 2.1171
C29 2.4937 -2.4168 1.8641
C30 1.4731 -2.7304 0.8274
N6 0.6572 -1.9266 0.1429
C31 -0.0967 -2.7489 -0.6830
C32 0.2704 -4.0362 -0.5017
N7 1.2581 -4.0023 0.4472
H28 2.6790 -1.3537 1.9364
H29 3.4335 -2.9156 1.6238
H30 2.1669 -2.7776 2.8414
H31 -0.8583 -2.3798 -1.3389
H32 -0.0777 -4.9484 -0.9506
H33 1.7490 -4.8033 0.8164

Cartesian forces, eV/Å:
-0.1 0.1 0.6
0.1 0.0 0.0
0.0 -0.1 0.0
0.0 0.0 0.0
0.0 0.0 0.0
0.0 0.0 0.0
0.0 0.0 0.1
0.1 -0.1 -0.1
0.0 0.0 0.0
0.1 0.0 0.0
-0.1 0.0 0.0
0.0 0.0 0.0
0.0 0.0 0.0
0.0 0.1 0.0
-0.1 0.0 0.0
-0.1 -0.1 0.0
0.1 0.0 0.2
0.0 0.0 0.0
0.0 0.0 0.0
0.0 0.0 0.0
0.0 -0.1 -0.1
-0.1 0.1 0.0
0.1 0.1 -0.2
0.0 0.0 0.0
0.0 0.0 0.0
-0.1 -0.1 0.0
0.0 0.0 0.0
0.0 0.0 0.0
0.0 0.0 0.0
0.0 0.0 0.0
0.0 0.0 0.0
0.0 0.0 0.0
0.0 0.0 0.0
0.0 0.0 0.0
0.0 0.0 0.0
0.0 0.0 0.0
0.0 0.0 0.0
0.0 0.0 0.0
0.0 0.0 0.0
-0.1 0.0 0.2
0.0 0.0 0.0
0.1 0.0 -0.3
-0.1 0.0 0.2
0.0 0.0 0.0
0.1 0.0 0.0
-0.1 0.0 -0.1
-0.1 0.0 0.2
0.0 0.0 -0.1
0.1 0.0 0.1
0.0 0.1 -0.5
0.0 0.0 0.0
0.2 -0.1 0.2
0.1 0.1 -0.1
0.0 0.0 0.0
0.0 0.0 0.0
0.1 0.0 0.0
0.0 0.0 0.1
0.0 0.0 0.0
0.0 0.0 0.0
0.0 0.0 0.0
0.0 0.0 0.0
0.0 0.0 0.0
0.0 0.0 0.0
0.0 0.0 0.0
0.0 0.0 0.0
0.0 0.0 0.0
0.0 0.0 0.0
0.1 0.1 -0.1
0.0 0.0 -0.1
0.2 -0.1 -0.1
0.0 0.1 0.0
0.0 0.0 0.0
0.0 0.0 0.0
0.0 0.0 0.0
0.0 0.0 0.0
0.0 0.0 0.0
0.0 0.0 0.0
0.0 0.0 0.0

ΔE to the lowest compared entry with this formula, charge and spin (kJ/mol): 0.0
2S+1: 4
Charge: +3
E_LUMO (spin up / spin down) (eV): -8.32 / -11.07
Max |F| (eV Å⁻¹): 0.59
HOMO level (spin up / spin down) (eV): -16.550 / -16.643


# 3
Computed, not measured: an isolated molecule of C4H7N3S in a non-equilibrium geometry, with ωB97M-V/def2-TZVPD.

Positions of all 15 atoms, in Å:
C1 -1.6652 -0.8809 -0.6835
N1 -2.3572 0.1639 -0.7020
C2 -2.2926 1.3555 -0.0315
C3 -1.2945 2.2069 0.3712
N2 0.0170 2.2067 0.0612
N3 0.7448 1.1897 -0.0473
S1 2.2655 1.1509 -0.5011
C4 2.4891 -0.6257 0.0376
H1 -0.6966 -1.0342 -0.0914
H2 -1.9232 -1.8214 -1.2707
H3 -3.3690 1.7021 0.0968
H4 -1.4203 3.2602 0.8080
H5 3.3485 -0.4997 0.7322
H6 2.6045 -1.1355 -0.8346
H7 1.5881 -0.7959 0.4519

Cartesian forces, eV/Å:
2.0 -1.5 0.5
-0.3 -0.6 -1.0
-1.2 1.5 1.2
-1.5 0.5 0.2
3.9 0.2 -1.4
-4.6 -0.4 1.5
1.9 -0.1 -0.5
3.1 4.1 0.5
-1.3 0.5 -0.4
-0.1 1.5 0.4
1.6 0.0 0.2
-1.1 -1.9 -0.6
-0.6 -1.1 -0.5
0.9 -1.9 -2.1
-2.7 -0.9 1.8

ΔE to the lowest compared entry with this formula, charge and spin (kJ/mol): 522.1
2S+1: 1
Charge: 0
E_LUMO (eV): -0.25
Max |F| (eV Å⁻¹): 5.19
HOMO level (eV): -8.040


# 4
Computed, not measured: a cluster of 3 separate species, C4H11O2S in total in a non-equilibrium geometry, with ωB97M-V/def2-TZVPD.

Positions of all 18 atoms, in Å:
C1 -2.2444 -0.3363 0.5359
O1 -2.2364 0.8554 -0.0163
C2 -0.9521 -0.5393 1.5338
C3 0.2918 -0.7572 0.6297
C4 1.1785 0.5065 0.7295
S1 2.6737 0.2089 -0.3082
H1 -2.2954 -1.2268 -0.2371
H2 -3.0554 -0.5052 1.2081
H3 -0.8943 0.4290 2.1461
H4 -1.2364 -1.3332 2.2033
H5 0.8642 -1.6465 0.9930
H6 0.1587 -0.7830 -0.4667
H7 1.5522 0.6660 1.7816
H8 0.7279 1.4763 0.4551
H9 0.7109 0.6464 -1.7623
H10 -0.2294 0.1827 -1.9605
H11 -1.7267 0.0952 -1.5876
O2 -1.1383 -0.1786 -2.2855

Cartesian forces, eV/Å:
1.7 -1.2 0.5
0.1 0.9 -1.2
-1.2 1.1 -2.0
0.5 1.2 1.6
1.4 -0.3 1.4
-2.3 1.1 -1.4
0.4 0.8 1.2
-1.5 -0.2 0.9
0.0 -1.3 -0.9
0.4 -0.7 0.3
-0.2 0.7 -0.6
-0.8 -0.8 0.8
-0.2 -0.4 -0.8
-0.2 -0.8 0.0
3.1 0.0 1.1
-2.1 -0.9 -0.7
-0.9 1.2 1.6
2.0 -0.4 -1.7

ΔE to the lowest compared entry with this formula, charge and spin (kJ/mol): 564.1
2S+1: 1
Charge: -1
E_LUMO (eV): 0.86
Max |F| (eV Å⁻¹): 3.27
HOMO level (eV): -3.289


# 5
Computed, not measured: a cluster of 6 separate species, H12O6 in total in a non-equilibrium geometry, with ωB97M-V/def2-TZVPD.

Positions of all 18 atoms, in Å:
O1 2.1053 3.0331 -0.2989
H1 2.7006 3.0337 -1.0004
H2 1.8854 2.1019 -0.4094
O2 -2.1519 0.3394 -0.3793
H3 -2.3708 1.2325 -0.2260
H4 -2.0554 0.4801 -1.3248
O3 -1.2163 -2.0770 0.8333
H5 -0.8579 -2.8389 0.4643
H6 -1.6421 -1.6532 0.0837
O4 -0.3022 1.2600 2.6550
H7 0.2840 2.0136 2.6444
H8 -0.0696 0.6745 1.9536
O5 0.8267 -2.1864 -1.5464
H9 1.0181 -2.5277 -2.3975
H10 0.4797 -2.8459 -0.9629
O6 0.6540 0.2299 0.2177
H11 -0.3042 0.2626 -0.0214
H12 1.0167 -0.5322 -0.2850

Cartesian forces, eV/Å:
-1.2 -0.7 1.1
2.1 1.1 -2.0
-1.0 -0.5 1.0
0.3 -0.8 -1.1
-0.6 1.9 1.7
0.2 -0.9 -0.7
-0.9 1.7 0.7
0.9 -2.3 -0.6
-0.3 0.4 0.1
-1.0 0.6 1.3
0.3 0.0 -0.3
0.8 -0.6 -0.8
0.0 1.6 0.9
0.2 -0.9 -1.0
-0.1 -0.8 0.0
-0.1 -0.2 -0.9
0.9 -0.2 0.2
-0.5 0.5 0.5

ΔE to the lowest compared entry with this formula, charge and spin (kJ/mol): 166.2
2S+1: 1
Charge: 0
E_LUMO (eV): -0.01
Max |F| (eV Å⁻¹): 3.05
HOMO level (eV): -10.441


# 6
Computed, not measured: a cluster of 10 separate species, C18H60O22P4 in total in a non-equilibrium geometry, with ωB97M-V/def2-TZVPD.

Positions of all 104 atoms, in Å:
C1 -2.4636 5.2625 2.2650
O1 -3.3976 4.3480 2.7584
P1 -4.0464 3.2754 1.7608
O2 -4.1994 3.7119 0.3795
O3 -5.4065 2.7550 2.4577
C2 -6.1936 1.7391 1.8570
O4 -3.0739 1.9961 2.0397
C3 -1.8980 1.7708 1.2434
H1 -2.9053 6.2579 2.3121
H2 -2.0083 5.0014 1.3097
H3 -1.6034 5.2379 2.9340
H4 -6.1814 1.7121 0.7675
H5 -7.2328 1.9994 2.0584
H6 -5.9204 0.7571 2.2432
H7 -0.9801 1.8767 1.8216
H8 -1.8394 2.4211 0.3706
H9 -1.8752 0.7613 0.8329
C4 -6.6227 2.7366 -2.6876
O5 -5.3574 2.3239 -2.1153
P2 -4.3487 1.3581 -2.9049
O6 -3.7569 1.9926 -4.0613
O7 -5.3075 0.0856 -3.2172
C5 -6.0667 -0.5555 -2.2136
O8 -3.3650 0.7506 -1.7513
C6 -2.1694 0.1263 -2.0801
H10 -7.5219 2.2977 -2.2551
H11 -6.6862 2.4642 -3.7411
H12 -6.8703 3.7971 -2.6411
H13 -5.6946 -1.5800 -2.2167
H14 -7.1523 -0.4576 -2.2230
H15 -5.7659 -0.3601 -1.1843
H16 -1.9158 0.1267 -3.1402
H17 -2.2608 -0.9325 -1.8378
H18 -1.3571 0.5273 -1.4739
C7 0.4904 -2.0052 -4.4904
O9 0.4922 -0.5497 -4.8113
P3 1.5139 0.4483 -4.0305
O10 1.5480 0.2247 -2.5674
O11 1.0436 1.9115 -4.5245
C8 -0.0424 2.5039 -3.9744
O12 2.9347 0.2695 -4.8757
C9 3.1716 -0.0982 -6.2287
H19 1.3010 -2.4862 -5.0378
H20 -0.3399 -2.5564 -4.9318
H21 0.5112 -2.2776 -3.4352
H22 -0.5023 2.0450 -3.0991
H23 -0.7148 2.6335 -4.8225
H24 0.1671 3.5151 -3.6256
H25 4.0581 0.4003 -6.6208
H26 2.2751 0.1642 -6.7905
H27 3.3876 -1.1543 -6.3897
C10 7.6332 -1.8477 3.6485
O13 6.2165 -2.1595 3.6998
P4 5.1068 -0.9770 3.6998
O14 5.4225 -0.0130 2.6364
O15 3.7326 -1.8046 3.7314
C11 3.1752 -2.3294 2.5592
O16 5.1977 -0.4029 5.2530
C12 5.7094 0.9245 5.4610
H28 7.8596 -0.9718 3.0405
H29 8.0436 -2.7158 3.1327
H30 7.9759 -1.8184 4.6828
H31 2.0870 -2.2674 2.5614
H32 3.4789 -3.3635 2.3966
H33 3.3937 -1.7814 1.6426
H34 6.0161 1.4448 4.5537
H35 6.6572 0.8943 5.9985
H36 4.9304 1.4955 5.9663
C13 2.3068 -5.0848 0.5895
O17 2.9572 -3.9667 0.0374
H37 1.2270 -4.9373 0.6095
H38 2.5777 -5.9850 0.0376
H39 2.5081 -5.3500 1.6274
H40 2.7474 -4.0348 -0.8970
C14 2.3145 3.1028 -0.4368
O18 3.6086 3.6203 -0.1133
H41 1.6565 3.9547 -0.6084
H42 2.3336 2.4183 -1.2848
H43 1.9041 2.5197 0.3875
H44 4.0535 2.8813 0.3079
C15 0.2560 -1.5845 -0.1457
O19 0.5873 -0.2107 -0.0664
H45 -0.8327 -1.5712 -0.0933
H46 0.6267 -2.0724 -1.0471
H47 0.5646 -2.2359 0.6720
H48 1.2935 -0.1291 -0.7116
C16 -4.2082 -1.9210 1.4897
O20 -3.8678 -1.8506 2.8436
H49 -5.2470 -1.6525 1.2978
H50 -3.4843 -1.4436 0.8293
H51 -4.0528 -2.9717 1.2449
H52 -4.6361 -1.5737 3.3483
C17 4.5655 0.2370 -0.4708
O21 4.7228 1.2723 0.4139
H53 3.9979 0.4558 -1.3753
H54 5.4741 -0.2355 -0.8439
H55 4.0584 -0.6214 -0.0302
H56 5.0215 0.8395 1.2170
C18 -1.2357 -3.7108 3.0107
O22 -0.0183 -4.4396 3.2413
H57 -1.1582 -3.1772 2.0634
H58 -2.0954 -4.3775 2.9434
H59 -1.3752 -2.9611 3.7895
H60 0.3617 -4.0825 4.0474

Cartesian forces, eV/Å:
1.3 0.8 0.3
-1.9 -1.4 0.0
0.6 -1.5 0.9
0.2 0.1 -0.3
1.4 1.0 0.0
-0.7 0.0 -0.4
-0.5 0.4 -0.8
0.3 -0.1 -0.5
0.2 0.0 -0.5
-0.7 0.1 -0.4
-0.1 0.1 0.3
0.7 0.2 -0.2
0.0 -0.3 0.5
0.0 0.1 0.1
-0.2 0.2 0.3
-0.2 0.3 0.1
-0.4 -0.1 0.3
-0.4 -0.3 -1.0
-0.2 0.0 0.5
-1.6 -0.7 1.9
0.7 -0.3 -0.8
0.2 1.1 -0.6
1.1 -1.3 1.4
-2.4 2.0 -0.7
1.2 -1.3 -0.2
0.5 -0.7 0.7
0.3 0.0 -0.1
1.1 0.2 0.3
-0.9 -0.5 -0.6
0.2 0.1 -0.8
0.2 1.1 0.1
-0.1 0.5 -0.1
0.0 -0.2 0.2
0.0 0.1 -0.2
0.4 0.2 -0.9
0.1 -1.0 1.0
0.8 -0.3 -2.1
0.5 0.2 -1.5
3.4 -3.2 0.0
-2.8 2.3 0.4
-1.2 0.2 2.4
-0.9 0.1 -0.5
0.6 0.3 0.4
-0.7 1.0 0.0
0.2 0.7 0.0
0.0 -0.6 -0.3
-0.8 -0.1 0.5
0.5 0.1 -0.1
-0.2 0.5 0.3
0.3 0.0 -0.4
-0.3 -0.2 0.6
-0.8 -0.9 -0.2
-1.0 0.8 -0.1
1.2 -1.4 2.1
-0.6 0.1 0.3
1.5 1.6 0.8
-0.8 -0.6 -1.9
-0.2 -0.4 -2.4
0.3 0.4 -0.2
-0.2 0.2 0.3
0.3 0.1 0.2
0.3 0.3 -0.2
0.0 -0.2 0.7
0.1 0.1 0.2
0.6 0.2 0.2
-0.6 -0.2 -0.4
-0.3 -0.3 0.6
0.3 0.0 0.1
-0.8 -1.1 0.2
0.3 0.2 0.3
-0.2 -0.1 -0.3
-0.2 -0.1 -0.2
0.7 0.8 0.1
0.2 0.4 -0.1
0.4 0.3 0.4
-1.0 0.3 -0.3
0.0 -0.1 -0.2
0.0 0.2 -0.3
-0.1 0.0 0.3
0.5 -0.3 0.0
-1.1 0.1 0.4
0.6 -0.7 0.3
-0.2 -0.6 -0.4
-0.2 0.2 -0.3
0.5 0.4 0.4
0.2 0.8 -0.2
0.3 -1.5 -0.5
0.1 0.7 0.9
0.2 0.2 -0.2
-0.2 0.8 0.2
-0.5 -0.3 -0.5
0.1 0.1 0.0
-0.4 -2.0 -1.5
0.2 0.6 0.0
-0.1 0.7 0.2
0.7 0.4 0.1
-0.4 0.0 0.3
0.2 0.2 0.8
0.4 0.2 -0.1
-0.3 0.1 0.0
0.0 0.0 -0.1
0.1 -0.1 0.2
-0.3 -0.1 0.0
0.1 -0.2 0.0

ΔE to the lowest compared entry with this formula, charge and spin (kJ/mol): 194.6
2S+1: 1
Charge: 0
E_LUMO (eV): 0.23
Max |F| (eV Å⁻¹): 4.66
HOMO level (eV): -8.964


| no. | E (eV) |
| --- | --- |
| 1 | -52192.4585 |
| 2 | -107750.3005 |
| 3 | -19562.3663 |
| 4 | -19251.5960 |
| 5 | -12479.3909 |
| 6 | -101843.6206 |